(1)
Formula: C31H25BrN5O5S2V
Source: the OMol25 dataset
Level of theory: wB97M-V/def2-TZVPD

The geometry in ORCA input format:
```
! wB97M-V def2-TZVPD RIJCOSX def2/J DEFGRID3
* xyz -1 2
V -0.68406 -0.48745 2.00042
O -0.70983 -5.72424 0.68744
C 0.25219 -5.65473 1.65811
C 0.92260 -6.83156 1.96639
C 1.91704 -6.82278 2.93097
C 2.23896 -5.64675 3.59562
C 1.56246 -4.47760 3.27894
C 0.57547 -4.46270 2.30627
C -0.16337 -3.18028 1.96383
O 0.15234 -2.12179 2.74496
N 0.15067 -2.86812 0.54511
N 0.24617 -1.57747 0.19770
C 0.57978 -1.32182 -1.01204
C 0.80343 -0.00937 -1.59300
Br 1.33330 1.38936 -0.43124
C 0.77694 0.25075 -2.90398
C 0.36281 -0.68224 -3.96584
C 1.04951 -0.66237 -5.18298
C 0.69656 -1.52075 -6.21011
C -0.36144 -2.40565 -6.04111
C -1.06453 -2.41412 -4.84545
C -0.71490 -1.55675 -3.81038
H -1.19361 -4.88987 0.62701
H 0.64727 -7.73868 1.44418
H 2.43665 -7.74278 3.16885
H 3.00651 -5.64275 4.35871
H 1.77081 -3.54683 3.79054
H -1.25143 -3.38354 2.01657
H 0.59423 -3.55102 -0.05274
H 0.71033 -2.15230 -1.70582
H 1.10308 1.23221 -3.22842
H 1.87295 0.03046 -5.31516
H 1.24432 -1.49856 -7.14414
H -0.64289 -3.07521 -6.84443
H -1.90590 -3.08228 -4.71132
H -1.30567 -1.54521 -2.89890
O -3.17712 3.11261 2.65133
S -2.74793 1.99208 1.77077
O -3.34288 -1.55288 1.21273
N -1.19167 1.50172 2.14922
C -0.21214 2.42030 2.46722
C -0.29974 3.80129 2.49363
C 0.81735 4.59175 2.82782
C 2.03191 4.05241 3.14891
C 2.16912 2.64481 3.14265
C 3.37280 1.97026 3.44279
C 3.42527 0.60545 3.40332
C 2.26670 -0.10907 3.05084
N 1.13686 0.49079 2.76206
C 1.05798 1.84858 2.80742
C -2.45095 2.77150 0.16017
C -2.71021 4.12001 -0.01459
C -2.53742 4.69338 -1.26796
C -2.13734 3.90720 -2.33972
C -1.91198 2.54774 -2.16029
C -2.06625 1.97104 -0.90869
H -1.24236 4.27846 2.28681
H 0.69498 5.66847 2.82980
H 2.88167 4.67385 3.40233
H 4.24992 2.55275 3.70183
H 4.33626 0.06779 3.62733
H 2.24471 -1.19063 2.99421
H -3.05498 4.69978 0.83274
H -2.72796 5.75043 -1.40972
H -2.01620 4.35115 -3.32072
H -1.62681 1.92476 -2.99964
H -1.91385 0.90192 -0.78283
O -2.46637 -1.21312 -1.28862
S -3.77043 -1.04644 -0.51700
N -2.21207 -1.09405 1.59230
*
```

Output
LUMO energy (spin up / spin down) = 2.07 / 2.10 eV
E_tot = -6160.6904 Ha
max |F| = 0.6 eV/Å

=====

(2)
Formula: C31H25CrF2N3O4P
Source: the OMol25 dataset
Level of theory: wB97M-V/def2-TZVPD

The geometry in ORCA input format:
```
! wB97M-V def2-TZVPD RIJCOSX def2/J DEFGRID3
* xyz -1 5
Cr -0.99883 -0.28258 0.92264
C -0.47528 3.97252 1.43692
C -0.35423 4.06827 2.84059
C -0.38959 2.94433 3.61182
C -0.54882 1.67415 3.00085
N -0.72559 1.61151 1.63700
C -0.66998 2.72609 0.89508
C -0.52426 0.43507 3.68252
C -0.25577 0.27702 5.06794
C -0.18673 -0.96487 5.61631
C -0.39939 -2.11086 4.80430
C -0.66464 -1.90559 3.47721
N -0.73024 -0.69360 2.90962
H -0.43322 4.84067 0.79588
H -0.24146 5.03819 3.31074
H -0.29681 3.01454 4.68675
H -0.78325 2.57993 -0.17327
H -0.09181 1.15320 5.68053
H 0.03284 -1.07806 6.67131
H -0.34488 -3.11360 5.20205
H -0.83621 -2.74348 2.81078
O -4.91665 0.36503 0.32782
C -3.71170 0.26972 0.30411
O -2.96424 -0.22422 1.25059
C -2.88479 0.71616 -0.93683
O -3.38862 1.27957 -1.88419
O -1.61764 0.39974 -0.86300
F 4.37778 0.33471 1.88185
C 3.36272 -0.42504 1.39418
C 2.08974 0.09832 1.33894
C 1.04614 -0.67193 0.82306
C 1.33373 -1.97732 0.38295
C 2.62857 -2.46207 0.48571
F 2.91444 -3.74091 0.10877
C 3.67132 -1.70995 0.98115
C 0.19038 -2.74082 -0.18434
C 0.28354 -3.85406 -1.01525
C -0.87036 -4.39299 -1.55356
C -2.10006 -3.83390 -1.24821
C -2.12125 -2.73013 -0.41896
N -1.00712 -2.20103 0.09051
H 1.92451 1.10988 1.69505
H 4.67412 -2.10572 1.04689
H 1.25167 -4.26497 -1.25157
H -0.80590 -5.23790 -2.22909
H -3.02573 -4.23047 -1.64088
H -3.04367 -2.23693 -0.14184
C 1.04190 -0.97351 -4.64487
P -0.10494 -0.52448 -3.24870
C -1.54541 -0.06149 -4.28097
C 0.63999 1.11383 -2.87160
C 1.72089 1.14777 -1.99051
C 2.33311 2.34620 -1.64796
C 1.87832 3.53868 -2.19754
C 0.80955 3.51876 -3.08315
C 0.19417 2.31698 -3.41288
H 1.14191 -0.16134 -5.36825
H 0.65615 -1.86061 -5.15473
H 2.02981 -1.21540 -4.24756
H -1.25946 0.55944 -5.13332
H -2.29325 0.44952 -3.66986
H -1.98288 -0.98719 -4.66202
H 2.07733 0.22108 -1.55142
H 3.15343 2.34676 -0.94003
H 2.34618 4.47771 -1.92897
H 0.45074 4.44270 -3.52084
H -0.66033 2.32893 -4.07625
*
```

Output
LUMO energy (spin up / spin down) = 2.59 / 2.40 eV
E_tot = -3247.3120 Ha
max |F| = 0.8 eV/Å

=====

(3)
Formula: C31H25F15IrN5O2PSSb
Source: the OMol25 dataset
Level of theory: wB97M-V/def2-TZVPD

The geometry in ORCA input format:
```
! wB97M-V def2-TZVPD RIJCOSX def2/J DEFGRID3
* xyz 2 1
Ir 0.90437 0.14645 0.24493
C -0.08160 -3.00383 2.99682
C 0.26080 -1.74129 2.30048
N -0.32303 -1.29380 1.23069
N -1.41166 -1.97142 0.79843
C -2.00369 -1.56118 -0.26481
N -3.20710 -2.02504 -0.58951
S -1.30796 -0.35030 -1.43617
C 1.26682 -0.81538 2.87496
C 1.83352 -0.99441 4.12216
C 2.59961 0.02176 4.67410
C 2.75931 1.20499 3.96901
C 2.21046 1.31043 2.70751
N 1.48718 0.32364 2.16947
H -0.64505 -3.65634 2.34010
H -0.67220 -2.80254 3.89399
H 0.84085 -3.50374 3.29344
H -3.63290 -2.73040 -0.00554
H -3.65074 -1.77637 -1.45521
H 1.66530 -1.91813 4.65467
H 3.05254 -0.10554 5.64748
H 3.32923 2.03197 4.36671
H 2.34228 2.20591 2.11435
O -1.58882 1.37331 0.95960
N -0.27629 1.72115 0.59409
C -0.11850 2.98891 0.51170
C 1.05777 3.74373 0.12154
C 0.89781 5.12799 0.27750
C 1.92041 6.00672 -0.02958
C 3.11576 5.50263 -0.51207
C 3.28178 4.13359 -0.68370
C 2.27638 3.22854 -0.37099
P 2.58428 1.45254 -0.72081
C 4.26533 1.08202 -0.16091
C 5.34061 1.56229 -0.92178
C 6.64270 1.33624 -0.51602
C 6.89812 0.61053 0.64161
C 5.84352 0.09680 1.37688
C 4.53682 0.32418 0.97427
C 2.66194 1.38356 -2.52103
C 2.01524 2.33618 -3.31086
C 2.11020 2.26416 -4.69054
C 2.82980 1.23503 -5.28398
C 3.45673 0.27441 -4.50067
C 3.37677 0.34385 -3.12012
H -1.53190 1.00813 1.85684
H -0.99228 3.56882 0.79539
H -0.04424 5.51284 0.64601
H 1.78054 7.07056 0.09844
H 3.92642 6.17153 -0.76680
H 4.22317 3.77934 -1.07342
H 5.17249 2.09420 -1.84923
H 7.46030 1.71683 -1.11209
H 7.91776 0.41900 0.94578
H 6.03118 -0.51972 2.24491
H 3.74872 -0.17631 1.51500
H 1.44014 3.13486 -2.86018
H 1.62481 3.01131 -5.30304
H 2.89748 1.17806 -6.36196
H 4.01301 -0.52864 -4.96416
H 3.86574 -0.40995 -2.51270
F 1.98107 -1.54509 -0.18232
Sb 3.14195 -3.28983 0.10214
F 1.41999 -3.91830 0.51839
F 2.97263 -3.89273 -1.65003
F 4.13567 -4.74598 0.66655
F 4.47791 -2.12178 -0.49663
F 3.24872 -2.54526 1.85403
F 1.74196 -2.15758 -3.75153
C 0.57149 -2.75856 -3.98820
F 0.45786 -3.79305 -3.16690
F 0.55443 -3.19358 -5.23775
C -0.57573 -1.73024 -3.70464
O -0.37349 -1.47929 -2.32909
C -1.95603 -2.37542 -4.01924
F -2.05410 -2.63146 -5.31264
F -2.96404 -1.54232 -3.68361
F -2.13039 -3.49422 -3.32593
C -0.36706 -0.41767 -4.54147
F 0.26669 0.48270 -3.76893
F 0.37005 -0.63249 -5.61951
F -1.52085 0.12777 -4.91917
*
```

Output
LUMO energy = -6.87 eV
E_tot = -4202.2955 Ha
max |F| = 2.1 eV/Å

=====

The lowest E_tot belongs to which entry?
C31H25BrN5O5S2V

=====

Which of these has the lowest E_tot?
C31H25BrN5O5S2V

=====

Repeat the first record exactly.
Formula: C31H25BrN5O5S2V
Source: the OMol25 dataset
Level of theory: wB97M-V/def2-TZVPD

The geometry in ORCA input format:
```
! wB97M-V def2-TZVPD RIJCOSX def2/J DEFGRID3
* xyz -1 2
V -0.68406 -0.48745 2.00042
O -0.70983 -5.72424 0.68744
C 0.25219 -5.65473 1.65811
C 0.92260 -6.83156 1.96639
C 1.91704 -6.82278 2.93097
C 2.23896 -5.64675 3.59562
C 1.56246 -4.47760 3.27894
C 0.57547 -4.46270 2.30627
C -0.16337 -3.18028 1.96383
O 0.15234 -2.12179 2.74496
N 0.15067 -2.86812 0.54511
N 0.24617 -1.57747 0.19770
C 0.57978 -1.32182 -1.01204
C 0.80343 -0.00937 -1.59300
Br 1.33330 1.38936 -0.43124
C 0.77694 0.25075 -2.90398
C 0.36281 -0.68224 -3.96584
C 1.04951 -0.66237 -5.18298
C 0.69656 -1.52075 -6.21011
C -0.36144 -2.40565 -6.04111
C -1.06453 -2.41412 -4.84545
C -0.71490 -1.55675 -3.81038
H -1.19361 -4.88987 0.62701
H 0.64727 -7.73868 1.44418
H 2.43665 -7.74278 3.16885
H 3.00651 -5.64275 4.35871
H 1.77081 -3.54683 3.79054
H -1.25143 -3.38354 2.01657
H 0.59423 -3.55102 -0.05274
H 0.71033 -2.15230 -1.70582
H 1.10308 1.23221 -3.22842
H 1.87295 0.03046 -5.31516
H 1.24432 -1.49856 -7.14414
H -0.64289 -3.07521 -6.84443
H -1.90590 -3.08228 -4.71132
H -1.30567 -1.54521 -2.89890
O -3.17712 3.11261 2.65133
S -2.74793 1.99208 1.77077
O -3.34288 -1.55288 1.21273
N -1.19167 1.50172 2.14922
C -0.21214 2.42030 2.46722
C -0.29974 3.80129 2.49363
C 0.81735 4.59175 2.82782
C 2.03191 4.05241 3.14891
C 2.16912 2.64481 3.14265
C 3.37280 1.97026 3.44279
C 3.42527 0.60545 3.40332
C 2.26670 -0.10907 3.05084
N 1.13686 0.49079 2.76206
C 1.05798 1.84858 2.80742
C -2.45095 2.77150 0.16017
C -2.71021 4.12001 -0.01459
C -2.53742 4.69338 -1.26796
C -2.13734 3.90720 -2.33972
C -1.91198 2.54774 -2.16029
C -2.06625 1.97104 -0.90869
H -1.24236 4.27846 2.28681
H 0.69498 5.66847 2.82980
H 2.88167 4.67385 3.40233
H 4.24992 2.55275 3.70183
H 4.33626 0.06779 3.62733
H 2.24471 -1.19063 2.99421
H -3.05498 4.69978 0.83274
H -2.72796 5.75043 -1.40972
H -2.01620 4.35115 -3.32072
H -1.62681 1.92476 -2.99964
H -1.91385 0.90192 -0.78283
O -2.46637 -1.21312 -1.28862
S -3.77043 -1.04644 -0.51700
N -2.21207 -1.09405 1.59230
*
```

Output
LUMO energy (spin up / spin down) = 2.07 / 2.10 eV
E_tot = -6160.6904 Ha
max |F| = 0.6 eV/Å